No. 1
The following is a DFT calculation (wB97M-V/def2-TZVPD) of a molecular structure, C20H21F2N2ReSSi.

Values from the calculation:
- LUMO (alpha / beta): -4.51 / -4.50 eV
- 2S+1: 2
- Frontier orbital gap (alpha / beta): 6.705 / 6.718 eV
- Net charge: +1
- <S²>: 0.79
- Energy relative to the best compared isomer or geometry (same formula, charge and spin): 427.38 kJ/mol

Last column: Löwdin charge in e.
Atoms and positions in Å:
Re (-0.990, -0.344, 0.852)  1.172
F (-4.590, 0.272, 4.996)  0.098
C (-3.592, 0.811, 4.288)  -0.260
C (-3.091, 0.090, 3.223)  -0.125
C (-2.045, 0.590, 2.441)  -0.271
C (-1.582, 1.892, 2.765)  -0.136
C (-2.129, 2.563, 3.868)  -0.200
F (-1.686, 3.786, 4.209)  0.078
C (-3.126, 2.052, 4.657)  0.089
C (-0.585, 2.482, 1.884)  -0.188
C (-0.091, 3.788, 1.966)  0.029
C (0.797, 4.261, 1.030)  -0.011
C (1.195, 3.423, -0.003)  -0.030
C (0.695, 2.149, -0.032)  -0.115
N (-0.173, 1.659, 0.884)  -0.058
H (-3.594, -0.847, 3.050)  0.052
H (-3.525, 2.601, 5.495)  0.144
H (-0.425, 4.425, 2.763)  0.115
H (1.169, 5.273, 1.103)  0.126
H (1.889, 3.734, -0.768)  0.112
H (1.009, 1.471, -0.812)  0.042
S (-1.938, -2.119, 1.924)  0.799
C (-1.721, -3.030, 0.457)  -0.683
C (-2.064, -4.346, 0.213)  -0.048
C (-1.743, -4.870, -1.024)  -0.025
C (-1.106, -4.059, -1.955)  -0.028
C (-0.822, -2.748, -1.631)  -0.105
N (-1.138, -2.223, -0.435)  -0.133
H (-2.548, -4.930, 0.982)  0.122
H (-1.977, -5.900, -1.259)  0.124
H (-0.828, -4.430, -2.930)  0.118
H (-0.337, -2.108, -2.351)  0.094
C (3.574, 1.094, -1.899)  -0.176
Si (2.499, -0.322, -2.447)  0.421
C (3.410, -1.932, -2.344)  -0.174
C (1.796, -0.024, -4.136)  -0.177
C (1.026, -0.450, -1.275)  -0.143
H (4.556, 1.015, -2.367)  0.043
H (3.724, 1.095, -0.818)  0.042
H (3.152, 2.058, -2.189)  0.027
H (4.374, -1.852, -2.851)  0.042
H (2.857, -2.744, -2.817)  0.034
H (3.606, -2.215, -1.308)  0.039
H (2.589, 0.109, -4.872)  0.043
H (1.176, 0.875, -4.155)  0.039
H (1.182, -0.864, -4.467)  0.033
H (0.011, -0.318, -1.628)  -0.003
H (1.159, -0.893, -0.277)  0.012

***

No. 2
The following is a DFT calculation (wB97M-V/def2-TZVPD) of 6 unconnected molecules or ions with the total composition C29H43Br2IO13 in a non-equilibrium geometry.

Values from the calculation:
- Structure (SMILES): C[C@H](Br)[C@@H](Br)[C@@H]1OC(=O)O[C@@H]1CCCI.O=C1CCCO1.O=C1CCCO1.O=C1CCCO1.O=C1CCCO1.O=C1CCCO1
- LUMO: 0.20 eV
- Frontier orbital gap: 9.060 eV

Last column: Löwdin charge in e.
Atoms and positions in Å:
C (4.337, 2.238, 1.406)  -0.172
C (3.677, 2.908, 0.063)  -0.692
Br (2.617, 4.586, 0.525)  0.563
C (2.858, 1.871, -0.905)  -0.530
Br (4.166, 0.992, -2.201)  0.736
C (2.105, 0.638, -0.133)  -0.209
O (2.290, -0.478, -1.119)  -0.189
C (0.946, -0.883, -1.571)  -0.241
O (0.604, -1.288, -2.797)  0.032
O (0.131, -0.655, -0.352)  -0.081
C (0.497, 0.703, 0.173)  -0.157
C (-0.484, 1.662, -0.724)  -0.112
C (-1.742, 2.163, 0.259)  -0.279
C (-1.329, 3.384, 1.272)  -0.602
I (-1.126, 5.322, 0.185)  0.647
H (4.811, 1.178, 1.217)  0.092
H (3.446, 2.058, 2.176)  0.077
H (5.083, 2.975, 1.965)  0.103
H (4.592, 3.314, -0.587)  0.092
H (2.145, 2.514, -1.605)  0.094
H (2.572, 0.158, 0.826)  0.165
H (0.402, 0.686, 1.341)  0.171
H (-1.025, 1.092, -1.621)  0.147
H (0.015, 2.633, -1.145)  0.086
H (-2.272, 1.243, 0.798)  0.116
H (-2.574, 2.594, -0.481)  0.114
H (-2.254, 3.543, 2.003)  0.052
H (-0.367, 3.116, 1.897)  0.067
O (-5.377, -2.536, 0.143)  0.097
C (-4.253, -2.964, -0.063)  -0.460
C (-3.928, -4.265, -0.732)  -0.088
C (-2.478, -4.455, -0.367)  -0.158
C (-1.985, -3.039, -0.225)  -0.176
O (-3.105, -2.296, 0.253)  0.016
H (-4.065, -4.155, -1.812)  0.131
H (-4.549, -5.075, -0.343)  0.134
H (-1.914, -5.036, -1.102)  0.124
H (-2.407, -4.971, 0.599)  0.124
H (-1.665, -2.612, -1.182)  0.124
H (-1.160, -2.963, 0.490)  0.124
O (4.079, 4.142, -3.270)  0.065
C (3.019, 4.585, -3.681)  -0.458
C (2.701, 4.883, -5.115)  -0.083
C (1.468, 5.744, -4.993)  -0.167
C (0.841, 5.243, -3.719)  -0.176
O (1.933, 4.840, -2.894)  -0.027
H (2.492, 3.945, -5.638)  0.138
H (3.520, 5.422, -5.597)  0.132
H (0.801, 5.677, -5.857)  0.121
H (1.764, 6.793, -4.874)  0.124
H (0.192, 4.376, -3.888)  0.131
H (0.265, 6.023, -3.213)  0.119
O (-2.521, -7.465, -3.823)  0.100
C (-3.581, -7.023, -4.235)  -0.462
C (-3.899, -6.725, -5.669)  -0.088
C (-5.132, -5.864, -5.547)  -0.170
C (-5.759, -6.365, -4.273)  -0.171
O (-4.667, -6.768, -3.448)  0.016
H (-4.108, -7.662, -6.191)  0.137
H (-3.080, -6.186, -6.151)  0.133
H (-5.799, -5.930, -6.411)  0.121
H (-4.836, -4.815, -5.428)  0.124
H (-6.408, -7.231, -4.441)  0.130
H (-6.335, -5.585, -3.767)  0.129
O (4.012, 2.610, 4.700)  0.097
C (4.748, 1.658, 4.899)  -0.461
C (5.544, 1.421, 6.146)  -0.085
C (6.529, 0.370, 5.698)  -0.168
C (5.768, -0.358, 4.621)  -0.166
O (4.929, 0.628, 4.021)  0.002
H (4.879, 1.047, 6.929)  0.137
H (6.051, 2.333, 6.470)  0.134
H (6.866, -0.286, 6.505)  0.121
H (7.412, 0.855, 5.265)  0.125
H (5.135, -1.155, 5.026)  0.129
H (6.435, -0.784, 3.867)  0.131
O (-3.768, 1.921, 2.669)  0.084
C (-3.193, 1.186, 3.455)  -0.460
C (-3.376, -0.299, 3.548)  -0.077
C (-2.759, -0.611, 4.888)  -0.166
C (-1.716, 0.467, 5.030)  -0.169
O (-2.253, 1.602, 4.353)  0.026
H (-2.832, -0.778, 2.729)  0.126
H (-4.434, -0.569, 3.520)  0.139
H (-2.347, -1.621, 4.956)  0.121
H (-3.516, -0.500, 5.674)  0.124
H (-0.768, 0.193, 4.555)  0.126
H (-1.528, 0.717, 6.078)  0.129

***

No. 3
The following is a DFT calculation (wB97M-V/def2-TZVPD) of a molecular structure, C18H36N3Pm in a non-equilibrium geometry.

Values from the calculation:
- LUMO (alpha / beta): -6.80 / -6.75 eV
- 2S+1: 5
- Frontier orbital gap (alpha / beta): 6.637 / 6.669 eV
- Net charge: +2
- <S²>: 6.02
- Energy relative to the best compared isomer or geometry (same formula, charge and spin): 296.87 kJ/mol

Last column: Löwdin charge in e.
Atoms and positions in Å:
C (0.264, 2.098, -2.372)  -0.363
H (1.061, 2.810, -2.071)  0.043
H (0.400, 1.856, -3.433)  0.048
H (1.929, -0.719, 1.419)  0.095
C (-1.119, 2.664, -2.097)  -0.370
H (-1.854, 2.172, -2.749)  0.088
H (-1.458, 2.439, -1.066)  0.060
C (-1.209, 4.188, -2.313)  -0.096
H (-2.164, 4.578, -1.948)  0.076
H (-0.404, 4.716, -1.792)  0.073
H (-1.137, 4.419, -3.381)  0.088
C (-0.467, -1.944, -0.738)  -0.331
C (-1.165, -1.087, -1.642)  -0.317
C (-0.323, -0.884, -2.772)  -0.301
C (0.951, -1.463, -2.492)  -0.337
C (0.858, -2.139, -1.240)  -0.336
C (1.920, -3.012, -0.667)  -0.037
C (2.147, -1.378, -3.373)  -0.018
C (-0.766, -0.338, -4.083)  -0.021
C (-2.581, -0.647, -1.519)  -0.020
C (-1.138, -2.737, 0.331)  -0.035
Pm (0.807, 0.473, -0.765)  1.719
H (2.960, -2.008, -2.992)  0.087
H (1.901, -1.714, -4.393)  0.108
H (2.537, -0.349, -3.461)  0.092
H (2.877, -2.478, -0.529)  0.084
H (1.637, -3.441, 0.305)  0.074
H (2.133, -3.862, -1.340)  0.113
H (-1.692, -2.104, 1.044)  0.080
H (-1.885, -3.430, -0.106)  0.120
H (-0.435, -3.366, 0.898)  0.081
H (-2.730, 0.373, -1.901)  0.075
H (-3.254, -1.304, -2.093)  0.113
H (-2.928, -0.660, -0.477)  0.079
H (0.090, -0.127, -4.734)  0.091
H (-1.411, -1.063, -4.609)  0.114
H (-1.349, 0.583, -3.975)  0.071
C (2.253, -1.153, 3.821)  0.012
N (1.224, -0.106, 3.867)  -0.079
C (1.060, 0.583, 5.146)  0.002
C (0.565, 0.183, 2.757)  -0.279
N (0.952, -0.485, 1.552)  0.036
N (-0.469, 1.009, 2.636)  -0.079
C (-1.258, 1.504, 3.760)  0.002
C (-0.907, 1.379, 1.272)  -0.054
H (2.679, -1.239, 4.820)  0.106
H (3.059, -0.901, 3.112)  0.109
H (1.821, -2.130, 3.545)  0.117
H (1.091, 1.673, 5.026)  0.109
H (0.136, 0.281, 5.656)  0.110
H (1.899, 0.283, 5.776)  0.105
H (0.481, -1.385, 1.429)  0.094
H (-0.727, 2.281, 4.328)  0.106
H (-2.168, 1.951, 3.355)  0.109
H (-1.561, 0.688, 4.431)  0.115
H (-0.141, 2.039, 0.797)  0.082
H (-1.163, 0.465, 0.686)  0.066
H (-1.827, 1.962, 1.356)  0.121

***

| no. | molecular weight (g mol⁻¹) | DFT total energy (Ha) |
| --- | --- | --- |
| 1 | 573.758 | -1849.57464 |
| 2 | 886.362 | -7554.53103 |
| 3 | 439.507 | -1479.45763 |